--- P ---
{"formula": "CH5N3S", "method": "wB97M-V/def2-TZVPD", "elements": ["C", "H", "H", "H", "H", "H", "N", "N", "N", "S"], "coordinates": [[0.41, 0.99, -0.10], [2.08, -1.64, -0.41], [0.81, -1.63, 0.66], [0.62, 2.01, 0.04], [-1.37, 1.73, -0.49], [-2.23, -0.62, 1.05], [1.18, -1.23, -0.24], [1.37, 0.16, -0.13], [-0.97, 0.82, -0.15], [-1.91, -0.59, -0.23]], "nbo_charge": [0.227, 0.357, 0.349, 0.175, 0.394, 0.084, -0.680, -0.331, -0.803, 0.227], "smiles": "N/N=C\\NS", "e_homo_ev": -8.1, "gap_ev": 8.85, "lumo_energy_ev": 0.753}

---

--- Q ---
{"formula": "CH5N3S", "method": "wB97M-V/def2-TZVPD", "elements": ["C", "H", "H", "H", "H", "H", "N", "N", "N", "S"], "coordinates": [[-0.65, -0.11, 0.02], [1.96, -1.25, -0.53], [1.60, -1.12, 1.00], [1.01, 0.98, -0.34], [-1.16, 1.87, -0.56], [-2.38, 0.69, 0.38], [1.78, -0.62, 0.18], [0.60, 0.05, -0.29], [-1.46, 1.06, 0.18], [-1.31, -1.56, -0.05]], "nbo_charge": [0.210, 0.356, 0.357, 0.376, 0.400, 0.418, -0.618, -0.457, -0.843, -0.199], "smiles": "NNC(N)=S", "e_homo_ev": -8.5, "gap_ev": 9.06, "lumo_energy_ev": 0.585}

---

Most stable pick: Q. Distance to second place: 0.0085 hartree.

---

--- P ---
{"formula": "C5H10O3", "method": "wB97M-V/def2-TZVPD", "elements": ["C", "C", "C", "C", "C", "O", "O", "O", "H", "H", "H", "H", "H", "H", "H", "H", "H", "H"], "coordinates": [[1.39, -0.47, 0.26], [-0.02, 1.23, -0.76], [1.25, -1.30, -1.01], [-1.82, 0.69, 0.63], [-2.84, -0.05, 1.03], [0.97, 0.90, 0.16], [-1.22, 0.52, -0.58], [2.73, -0.44, 0.62], [2.86, 0.28, 1.24], [0.78, -0.94, 1.07], [0.28, 1.02, -1.79], [-0.17, 2.31, -0.62], [-1.38, 1.48, 1.27], [1.82, -0.83, -1.81], [0.21, -1.41, -1.29], [1.68, -2.28, -0.80], [-3.24, -0.82, 0.40], [-3.30, 0.12, 1.98]], "nbo_charge": [0.385, 0.226, -0.665, 0.126, -0.488, -0.560, -0.528, -0.715, 0.481, 0.134, 0.168, 0.165, 0.179, 0.215, 0.228, 0.232, 0.207, 0.210], "smiles": "C=COCO[C@@H](C)O", "e_homo_ev": -9.2, "gap_ev": 10.17, "lumo_energy_ev": 0.921}

---

--- Q ---
{"formula": "C5H10O3", "method": "wB97M-V/def2-TZVPD", "elements": ["C", "C", "C", "C", "C", "O", "O", "O", "H", "H", "H", "H", "H", "H", "H", "H", "H", "H"], "coordinates": [[-0.60, -0.26, 0.37], [0.95, 0.65, 0.72], [-0.31, -0.86, -1.00], [-1.78, 0.68, 0.42], [0.78, 0.05, -1.56], [-0.61, -1.16, 1.38], [1.91, -0.34, 1.03], [1.94, -0.33, -1.71], [0.33, -1.40, 1.57], [2.32, -0.59, 0.17], [0.63, 1.07, 1.67], [1.34, 1.53, 0.19], [-1.20, -0.87, -1.62], [0.10, -1.86, -0.89], [0.41, 0.98, -2.03], [-2.69, 0.11, 0.29], [-1.81, 1.18, 1.38], [-1.71, 1.42, -0.38]], "nbo_charge": [0.333, -0.170, -0.564, -0.644, 0.456, -0.724, -0.740, -0.583, 0.500, 0.496, 0.190, 0.196, 0.224, 0.240, 0.132, 0.222, 0.226, 0.211], "smiles": "C[C@](O)(CO)CC=O", "e_homo_ev": -9.4, "gap_ev": 10.16, "lumo_energy_ev": 0.771}

---

--- R ---
{"formula": "C5H10O3", "method": "wB97M-V/def2-TZVPD", "elements": ["C", "C", "C", "C", "C", "O", "O", "O", "H", "H", "H", "H", "H", "H", "H", "H", "H", "H"], "coordinates": [[0.58, -0.47, -0.19], [0.93, 0.68, 0.76], [-2.02, 0.38, 1.00], [1.52, -0.58, -1.38], [-1.13, 0.99, -0.05], [-0.03, 1.69, 0.43], [0.46, -1.66, 0.54], [-1.50, 1.09, -1.25], [0.42, -2.41, -0.07], [-0.48, -0.10, -0.92], [0.82, 0.34, 1.80], [1.92, 1.10, 0.61], [-1.45, -0.12, 1.78], [-2.59, 1.20, 1.44], [-2.72, -0.32, 0.54], [1.19, -1.35, -2.08], [2.53, -0.83, -1.05], [1.55, 0.37, -1.92]], "nbo_charge": [0.017, -0.100, -0.727, -0.640, 0.807, -0.538, -0.722, -0.635, 0.475, 0.288, 0.191, 0.203, 0.238, 0.255, 0.241, 0.208, 0.207, 0.231], "smiles": "CC(=O)OC[C@@H](C)O", "e_homo_ev": -9.1, "gap_ev": 9.82, "lumo_energy_ev": 0.743}

---

Most stable pick: P. Distance to second place: 0.0177 hartree.

---

--- P ---
{"formula": "C2H14O4S", "method": "wB97M-V/def2-TZVPD", "elements": ["C", "C", "S", "H", "H", "H", "H", "H", "H", "H", "H", "O", "H", "H", "O", "H", "H", "O", "H", "H", "O"], "coordinates": [[-3.85, -4.10, 1.58], [-2.97, -3.41, 0.51], [-3.15, -1.53, 0.51], [-3.22, -4.63, 2.33], [-4.30, -4.90, 1.04], [-4.40, -3.30, 2.10], [-1.92, -3.40, 0.80], [-3.14, -3.72, -0.56], [-4.22, -1.45, -0.28], [2.61, 3.87, -3.03], [1.79, 5.29, -2.93], [2.39, 4.72, -2.62], [1.72, 4.39, -0.82], [0.84, 3.29, -0.35], [0.99, 4.21, -0.17], [2.49, 0.81, -1.68], [2.75, 1.19, -0.26], [2.68, 1.57, -1.13], [4.97, -0.01, 1.49], [3.99, 1.04, 1.80], [3.95, 0.08, 1.66]], "nbo_charge": [-0.649, -0.477, -0.090, 0.211, 0.218, 0.235, 0.215, 0.221, 0.116, 0.504, 0.486, -0.977, 0.489, 0.464, -0.968, 0.470, 0.482, -0.953, 0.470, 0.466, -0.935], "smiles": "CCS.O.O.O.O", "e_homo_ev": -9.0, "gap_ev": 9.47, "lumo_energy_ev": 0.426}

---

--- Q ---
{"formula": "C2H14O4S", "method": "wB97M-V/def2-TZVPD", "elements": ["C", "S", "C", "H", "H", "H", "H", "H", "H", "H", "H", "O", "H", "H", "O", "H", "H", "O", "H", "H", "O"], "coordinates": [[-0.22, 1.16, -1.89], [0.70, -0.20, -2.83], [0.55, -1.41, -1.54], [-0.63, 1.81, -2.69], [0.55, 1.52, -1.17], [-1.02, 0.57, -1.33], [1.23, -1.05, -0.61], [-0.51, -1.61, -1.27], [0.78, -2.47, -1.93], [-3.04, -0.76, -0.17], [-0.29, -0.01, 1.89], [-1.08, -0.47, 2.26], [-1.58, -0.75, 1.43], [2.74, -1.48, 1.57], [1.96, -1.03, 1.50], [-2.88, 2.15, 3.05], [-2.21, 2.17, 2.59], [-2.07, -0.67, -0.09], [2.91, 1.58, 0.20], [1.98, -0.06, 0.96], [2.14, 1.02, 0.07]], "nbo_charge": [-0.745, 0.623, -0.868, 0.241, 0.322, 0.310, 0.351, 0.316, 0.255, 0.451, 0.471, -0.880, 0.484, 0.461, -0.929, -0.009, 0.008, -0.852, 0.458, 0.494, -0.964], "e_homo_ev": -9.4, "gap_ev": 3.86, "lumo_energy_ev": -5.528}

---

Most stable pick: P. Distance to second place: 0.3189 hartree.

---

--- P ---
{"formula": "C6H8N2O2S", "method": "wB97M-V/def2-TZVPD", "elements": ["C", "C", "C", "C", "C", "C", "N", "N", "O", "O", "S", "H", "H", "H", "H", "H", "H", "H", "H"], "coordinates": [[-1.38, 0.51, 0.26], [-0.12, 0.66, 0.89], [-2.48, 0.75, 1.26], [0.78, -0.55, -1.28], [1.77, -0.03, -2.38], [1.53, -1.33, -0.19], [-1.46, -0.15, -0.88], [-0.41, -0.26, -1.50], [-1.08, -0.24, 3.47], [-1.09, 2.29, 3.01], [-1.13, 0.92, 2.53], [-2.87, 1.77, 1.05], [-3.22, -0.08, 1.44], [2.64, 0.30, -1.69], [1.34, 0.81, -2.98], [2.15, -0.80, -3.02], [0.94, -1.36, 0.75], [2.53, -0.84, -0.18], [1.55, -2.38, -0.54]], "nbo_charge": [-0.131, -0.221, -0.672, 0.368, -0.647, -0.669, -0.025, -0.145, -0.906, -0.900, 1.998, 0.249, 0.255, 0.221, 0.239, 0.235, 0.264, 0.250, 0.238], "e_homo_ev": -9.0, "gap_ev": 6.98, "lumo_energy_ev": -1.974}

---

--- Q ---
{"formula": "C6H8N2O2S", "method": "wB97M-V/def2-TZVPD", "elements": ["C", "C", "C", "C", "C", "C", "N", "N", "O", "O", "S", "H", "H", "H", "H", "H", "H", "H", "H"], "coordinates": [[0.39, 0.08, 1.32], [0.08, 0.99, 2.06], [-0.61, 1.76, -1.72], [0.58, -1.27, 0.76], [0.02, -1.07, -0.66], [0.92, -0.10, -1.51], [0.03, 0.84, -2.16], [-0.32, 3.60, 1.94], [-1.74, 2.33, 3.44], [-1.48, 2.54, -1.67], [-0.34, 2.40, 3.18], [1.73, -1.43, 0.66], [0.13, -1.95, 1.37], [-0.01, -1.90, -1.35], [-1.01, -0.75, -0.34], [1.53, 0.43, -0.83], [1.48, -0.76, -2.23], [0.44, 4.18, 1.96], [-1.15, 4.09, 2.06]], "nbo_charge": [-0.003, -0.321, 0.849, -0.457, -0.403, -0.212, -0.542, -1.012, -0.944, -0.501, 1.483, 0.219, 0.238, 0.213, 0.222, 0.201, 0.211, 0.370, 0.389], "e_homo_ev": -9.7, "gap_ev": 10.21, "lumo_energy_ev": 0.552}

---

Most stable pick: Q. Distance to second place: 0.1128 hartree.